(1)
134
Properties=species:S:1:pos:R:3:lowdin_spin:R:1 method="wB97M-V/def2-TZVPD" total_energy_ha=-2425.4581 gap_ha="0.2923 / 0.0730" total_charge=+1 spin_multiplicity=2 largest_force_ev_per_a=4.05 molar_mass_g_mol=723.0 homo_energy_ev="-10.22 / -10.22"
C 2.65078 -3.96601 -2.81728 0.000
O 3.30347 -4.05831 -4.09890 0.000
H 2.85714 -4.90817 -2.30949 0.000
H 2.98567 -3.13010 -2.20311 0.000
H 1.56375 -3.91345 -2.87808 0.000
H 3.17488 -3.18300 -4.47159 0.000
C -2.81685 0.26495 -4.50272 0.000
O -1.62092 -0.47235 -4.59790 0.000
H -2.82601 1.10189 -3.80448 0.000
H -3.13363 0.64195 -5.47515 0.000
H -3.60155 -0.45581 -4.27279 0.000
H -1.11933 -0.29925 -3.79788 0.000
C 3.04878 1.50077 -2.12816 0.004
C 3.02829 1.46058 -0.61968 0.095
C 3.41717 2.81612 -0.00264 0.072
O 4.79151 3.16444 -0.28746 0.136
C 5.76438 2.37708 0.43594 0.013
N 1.65305 1.19764 -0.21825 0.466
H 2.38071 2.27153 -2.51251 0.001
H 2.68672 0.58745 -2.60025 0.002
H 4.05305 1.72690 -2.48650 0.000
H 3.64016 0.67361 -0.17877 0.016
H 3.29840 2.85659 1.08011 0.000
H 2.75172 3.58621 -0.39280 0.001
H 6.78543 2.66430 0.18481 0.002
H 5.77449 1.32416 0.15425 0.008
H 5.56665 2.25115 1.50043 0.002
H 1.74822 1.34127 0.77695 0.012
H 1.03177 1.98493 -0.33776 0.021
C -3.47764 -1.48299 2.77180 0.000
C -2.62998 -2.12652 3.84812 0.000
C -3.43964 -2.69102 5.06141 0.000
O -4.03424 -1.72485 5.85358 0.000
C -3.30658 -0.75230 6.55773 0.000
N -1.75551 -3.08019 3.24711 0.000
H -4.26701 -0.81861 3.12336 0.000
H -3.91532 -2.25526 2.13924 0.000
H -2.85536 -0.85563 2.13362 0.000
H -1.91145 -1.42208 4.26715 0.000
H -2.77305 -3.31145 5.66045 0.000
H -4.30895 -3.30841 4.83508 0.000
H -2.46617 -1.23136 7.06004 0.000
H -3.93300 -0.30850 7.33151 0.000
H -2.93499 0.09728 5.98481 0.000
H -2.33162 -3.85484 2.95026 0.000
H -1.14801 -3.61483 3.85143 0.000
C -2.52675 -5.32179 -5.72932 0.000
C -2.39921 -3.99398 -4.94732 0.000
C -1.77492 -4.14889 -3.55262 0.000
O -2.80867 -4.82419 -2.84051 0.000
C -2.52553 -4.92512 -1.43688 0.000
N -1.55398 -3.09764 -5.78829 0.000
H -2.87233 -5.21275 -6.75732 0.000
H -3.20224 -6.07636 -5.32628 0.000
H -1.54565 -5.77879 -5.85855 0.000
H -3.37082 -3.50309 -4.89157 0.000
H -1.58721 -3.21007 -3.03159 0.000
H -0.87896 -4.76639 -3.61637 0.000
H -2.48397 -3.90467 -1.05602 0.000
H -1.60223 -5.46482 -1.22633 0.000
H -3.34331 -5.47529 -0.97143 0.000
H -2.00507 -2.88684 -6.66703 0.000
H -1.55897 -2.20404 -5.31759 0.000
C -0.11800 7.01232 -3.05122 0.000
C 1.02686 6.03336 -2.79261 0.000
C 1.00221 4.79144 -3.70919 0.000
O 0.10283 3.82727 -3.20722 0.000
C 0.01690 2.66236 -3.96217 0.000
N 2.23207 6.93159 -3.03153 0.000
H -1.04986 6.54681 -2.73023 0.000
H -0.18565 7.25164 -4.11247 0.000
H -0.01568 7.90189 -2.42971 0.000
H 0.95990 5.68891 -1.76064 0.000
H 2.01382 4.39159 -3.77892 0.000
H 0.80108 5.05224 -4.74825 0.000
H -0.53012 1.91818 -3.38333 0.000
H 0.99809 2.23014 -4.15848 0.000
H -0.54330 2.92230 -4.86035 0.000
H 2.14675 7.71645 -2.40160 0.000
H 2.97827 6.43156 -2.56974 0.000
C -2.35749 2.12986 -0.67321 0.000
C -1.67769 3.19240 0.20255 0.013
C -1.65389 2.72480 1.69699 0.002
O -2.91562 2.84665 2.40611 0.000
C -2.87814 2.10744 3.58490 0.000
N -0.33827 3.24042 -0.32168 0.080
H -3.43278 2.09168 -0.49888 0.000
H -2.01286 1.11235 -0.48884 0.000
H -2.25770 2.37918 -1.72961 0.000
H -2.04843 4.21732 0.18864 0.006
H -0.97367 3.34567 2.28001 0.000
H -1.24155 1.71581 1.70165 0.000
H -2.69778 1.05944 3.34558 0.000
H -3.89718 2.19539 3.96163 0.000
H -2.13832 2.45159 4.30762 0.000
H -0.44931 3.57699 -1.26746 0.002
H 0.03262 4.06731 0.12419 0.000
C 1.27480 3.26343 5.16492 0.000
C 2.28395 2.16072 5.21801 0.000
C 2.68361 1.68751 3.81370 0.000
O 1.55646 1.37052 2.98063 -0.001
C 0.84368 0.21130 3.37997 0.000
N 3.46808 2.68125 5.78536 0.000
H 1.64066 4.01436 4.46467 0.000
H 1.07317 3.82463 6.07734 0.000
H 0.26782 3.09654 4.78250 0.000
H 1.96142 1.28864 5.78683 0.000
H 3.39068 0.86683 3.93469 0.000
H 3.20004 2.47989 3.27191 0.000
H 0.41304 0.34828 4.37188 0.000
H 1.53731 -0.62935 3.39690 0.000
H -0.00828 0.07167 2.71455 0.000
H 3.22185 3.04762 6.69379 0.000
H 3.74869 3.51140 5.28315 0.000
C 2.39367 -6.35404 0.87741 0.000
C 1.30178 -5.25478 0.80277 0.000
O 1.87613 -4.06509 0.43996 0.000
O 1.73418 -7.59647 1.05881 0.000
H 3.07338 -6.21342 1.71783 0.000
H 2.84979 -6.30232 -0.11122 0.000
H 0.79657 -5.08335 1.75329 0.000
H 0.48407 -5.54777 0.14428 0.000
H 1.19266 -3.40746 0.58825 0.000
H 1.66097 -7.83801 1.98504 0.000
C -0.63884 -1.30880 0.23705 0.004
C 0.12503 -1.37505 -1.07923 0.005
O -0.01418 -0.28247 -2.02527 0.023
O -0.33715 -2.51072 0.95991 0.003
H -1.71055 -1.42259 0.07393 0.000
H -0.47668 -0.35902 0.74667 0.003
H 0.02766 -2.35845 -1.53916 0.000
H 1.17221 -1.43999 -0.78377 0.003
H 0.54876 0.41429 -1.67998 0.004
H -0.82382 -2.62530 1.77944 0.000

(2)
135
Properties=species:S:1:pos:R:3:mulliken_charge:R:1 method="wB97M-V/def2-TZVPD" total_energy_ha=-2446.8596 gap_ha=0.3265 largest_force_ev_per_a=2.04 molar_mass_g_mol=726.0 homo_energy_ev=-8.66 smiles=COC[C@H](C)N.COC[C@H](C)N.COC[C@H](C)N.COCCNCCOC.COCCNCCOC.CO.CO.CO.CO.CO.CO e_above_lowest_kcal_mol=0.0
C 0.33824 2.12979 3.52194 -0.982
O 0.27584 2.06645 2.10564 -0.079
C 0.15938 0.71607 1.68588 -0.873
C -0.34586 0.64233 0.25672 1.296
C -1.66989 1.34819 -0.00606 -0.231
N -0.40245 -0.77049 -0.20619 0.674
H 0.46729 3.13996 3.90319 0.336
H 1.11361 1.45553 3.89241 0.384
H -0.61474 1.79422 3.94788 0.351
H 1.16484 0.28160 1.73383 -0.029
H -0.44974 0.09288 2.34263 0.345
H 0.43499 1.07263 -0.37509 -0.079
H -1.57028 2.36870 0.37123 -0.369
H -2.51147 0.88531 0.51253 0.115
H -1.84346 1.34366 -1.08262 0.166
H 0.56792 -0.95100 -0.46442 -0.464
H -0.84327 -0.77032 -1.12815 -0.297
C -2.98081 4.98062 -3.81943 -0.516
O -3.16094 5.54442 -2.54264 -0.394
C -2.43693 4.92191 -1.50798 -0.118
C -2.85534 5.61034 -0.21963 0.635
C -2.43076 7.08223 -0.20361 -1.546
N -2.14677 4.91026 0.88878 -0.360
H -3.76348 5.37374 -4.46705 0.276
H -3.04027 3.88765 -3.78727 0.059
H -2.01855 5.29675 -4.24086 0.307
H -2.65371 3.84844 -1.46260 -0.144
H -1.34576 5.03279 -1.58060 0.341
H -3.91440 5.47959 0.00258 0.186
H -2.79662 7.57566 0.69924 0.427
H -2.82003 7.60380 -1.08088 0.392
H -1.35291 7.26093 -0.22632 0.312
H -1.23061 4.62880 0.54765 -0.067
H -1.96791 5.56061 1.64527 0.251
C -4.30964 -2.57760 -1.44085 -0.402
O -5.17430 -1.47696 -1.56590 -0.441
C -5.11892 -0.65530 -0.41435 0.027
C -5.82866 0.69451 -0.60776 0.059
C -5.02068 1.61114 -1.53938 -0.953
N -6.05592 1.32888 0.69163 -0.741
H -4.20343 -3.19175 -2.33688 0.342
H -4.67668 -3.24408 -0.65448 0.345
H -3.26344 -2.30830 -1.24633 -0.150
H -5.61849 -1.12229 0.44379 0.478
H -4.06539 -0.52385 -0.13413 -0.306
H -6.77552 0.49894 -1.11557 0.442
H -5.01558 1.10149 -2.50864 0.378
H -4.01142 1.87458 -1.21784 -0.111
H -5.52038 2.57492 -1.67941 0.516
H -5.14485 1.68414 1.00220 0.303
H -6.58802 2.17207 0.49510 0.337
C 3.43480 -9.19882 -2.13228 -0.784
O 3.73938 -7.83970 -1.94437 -0.282
C 5.06650 -7.65831 -1.44904 -0.816
C 5.08092 -6.27329 -0.83151 -0.276
N 4.28871 -6.33262 0.40361 -0.365
C 4.15364 -5.03057 1.07666 -1.158
C 3.18820 -4.10320 0.35864 0.729
O 1.88364 -4.68451 0.39776 -0.546
C 0.89271 -3.75764 -0.01644 -0.172
H 3.61325 -9.77037 -1.21590 0.332
H 4.02935 -9.69248 -2.91075 0.297
H 2.39263 -9.30950 -2.42347 0.249
H 5.73552 -7.75573 -2.31348 0.433
H 5.34234 -8.45471 -0.75369 0.394
H 4.66563 -5.56355 -1.55806 0.076
H 6.08743 -5.89870 -0.63054 0.439
H 3.33976 -6.48420 0.05984 0.334
H 5.11813 -4.51388 1.11306 0.348
H 3.83027 -5.17226 2.10790 0.367
H 3.39698 -3.95866 -0.70761 -0.231
H 3.18371 -3.10066 0.79342 0.169
H 1.11996 -3.37511 -1.01141 0.243
H 0.70230 -2.99107 0.73908 -0.154
H -0.04690 -4.31587 -0.01628 0.224
C -2.44077 -0.15830 -3.37879 -0.729
O -1.12987 -0.57612 -3.04541 -0.135
C -0.24949 -0.15056 -4.08401 -0.639
C 1.11952 -0.82805 -3.99709 -1.092
N 1.82259 -0.61217 -2.74067 0.908
C 3.06494 -1.38160 -2.76035 -1.059
C 4.04650 -0.91414 -1.70053 -0.815
O 3.47356 -1.02562 -0.42012 0.153
C 4.24755 -0.33033 0.55201 -0.990
H -3.02413 -0.48491 -2.51583 0.161
H -2.92454 -0.62030 -4.24342 0.397
H -2.62302 0.91864 -3.44862 0.135
H -0.01216 0.92218 -3.98271 0.237
H -0.68426 -0.26735 -5.07909 0.450
H 1.75939 -0.50176 -4.83120 0.435
H 0.96674 -1.90055 -4.15864 0.390
H 2.12822 0.36904 -2.75769 -0.418
H 3.53634 -1.29841 -3.75262 0.467
H 2.88322 -2.45503 -2.65084 0.453
H 4.42925 0.08672 -1.94419 0.551
H 4.95168 -1.54205 -1.73569 0.354
H 5.23680 -0.76010 0.70977 0.312
H 3.65671 -0.39797 1.46768 0.214
H 4.25227 0.73829 0.31712 0.324
C -2.55302 -3.13992 1.64034 -0.790
O -1.75938 -2.05698 2.10145 -0.499
H -3.59931 -2.81502 1.62287 0.221
H -2.33127 -3.40625 0.60243 0.104
H -2.40070 -3.99928 2.28882 0.393
H -1.50818 -1.51151 1.32572 0.155
C 0.77549 -2.76713 4.09751 -0.239
O -0.04470 -1.63339 4.30436 -0.512
H 0.38587 -3.61149 4.67698 0.329
H 0.68384 -3.09261 3.05342 -0.138
H 1.82644 -2.57101 4.30362 0.276
H -0.71291 -1.60943 3.59988 0.431
C 3.31119 2.52310 6.70326 -0.716
O 2.97177 2.91818 5.39080 -0.375
H 3.84538 3.25371 7.32092 0.283
H 2.38097 2.29406 7.23782 0.284
H 3.91615 1.62014 6.77428 0.253
H 2.43930 3.71349 5.46914 0.269
C 2.66730 2.85068 -2.30299 -0.460
O 3.11061 2.00148 -3.37422 -0.523
H 1.60007 3.06861 -2.39094 0.222
H 2.94853 2.34491 -1.38405 0.089
H 3.20465 3.79775 -2.39370 0.389
H 2.87741 2.39126 -4.22072 0.255
C -4.63284 3.48734 2.89723 -0.964
O -3.85200 2.84855 1.88597 -0.380
H -5.48217 3.96976 2.41187 0.278
H -4.91761 2.76910 3.66425 0.280
H -4.03703 4.22858 3.43880 0.365
H -3.14558 3.48506 1.63742 0.293
C 2.58769 4.75021 2.66848 -0.682
O 1.88889 4.32961 1.50633 -0.538
H 3.37535 4.05561 2.96779 0.306
H 3.04645 5.71473 2.45771 0.328
H 1.91095 4.87188 3.51989 0.190
H 1.53271 3.44752 1.71587 0.479

(3)
135
Properties=species:S:1:pos:R:3:lowdin_spin:R:1 method="wB97M-V/def2-TZVPD" total_energy_ha=-3588.1976 gap_ha="0.2752 / 0.2340" total_charge=+1 spin_multiplicity=7 largest_force_ev_per_a=3.75 molar_mass_g_mol=745.9 homo_energy_ev="-9.25 / -11.55"
Fe -25.48264 -1.12278 -24.06343 4.810
C -21.78309 -1.06159 -21.58820 0.015
C -22.74013 -2.06984 -22.25963 0.044
O -23.70483 -1.51909 -23.13483 0.485
H -21.42451 -1.43798 -20.63016 0.001
H -22.27604 -0.10566 -21.41128 0.000
H -20.84054 -0.82695 -22.08282 0.000
H -23.26282 -2.63881 -21.49076 0.009
H -22.14412 -2.83798 -22.75242 0.008
C -20.65390 2.08794 -20.11954 0.000
C -20.18470 3.47166 -19.67477 0.000
O -20.89065 4.43348 -20.38979 0.000
H -20.12649 1.37148 -19.48977 0.000
H -20.44287 1.84582 -21.16115 0.000
H -21.73319 2.07206 -19.96793 0.000
H -19.12283 3.60487 -19.88163 0.000
H -20.34788 3.66441 -18.61444 0.000
H -20.95550 5.24658 -19.88355 0.000
C -26.69209 -4.08919 -19.02097 0.000
C -25.32676 -3.88748 -19.61392 0.001
O -24.71220 -5.09733 -19.96460 0.000
H -27.31445 -4.66786 -19.70353 0.000
H -27.12433 -3.10680 -18.83073 0.000
H -26.73990 -4.66172 -18.09467 0.000
H -24.66171 -3.41809 -18.88902 0.000
H -25.33477 -3.29856 -20.53109 0.001
H -24.54650 -5.58557 -19.15480 0.000
C -27.77935 -4.66219 -24.13553 0.004
C -27.27973 -3.57515 -23.23952 0.046
O -25.95992 -3.20533 -23.58759 0.172
H -28.67847 -5.14755 -23.75589 0.001
H -27.04384 -5.46303 -24.21158 0.001
H -27.89756 -4.39037 -25.18445 0.001
H -27.19007 -3.90793 -22.20544 0.002
H -27.89752 -2.67722 -23.22685 0.039
H -25.48888 -4.03925 -23.52201 0.004
C -24.33943 -0.45262 -19.20526 0.001
C -25.13145 -0.44775 -17.88851 0.000
O -24.17594 -0.14673 -16.94319 0.000
H -23.50105 -1.14000 -19.09251 0.000
H -23.98933 0.52324 -19.54176 0.000
H -24.87288 -0.83066 -20.07740 0.002
H -25.59208 -1.41165 -17.67213 0.000
H -25.95267 0.26664 -17.83074 0.000
H -23.64122 -0.92322 -16.76228 0.000
C -17.61334 -0.37611 -24.21874 0.000
C -16.42840 0.02142 -23.29005 0.000
O -15.42759 0.50432 -24.16938 0.000
H -17.29796 -1.25850 -24.77555 0.000
H -17.89005 0.43064 -24.89748 0.000
H -18.46478 -0.74344 -23.64584 0.000
H -15.99242 -0.79637 -22.71626 0.000
H -16.69036 0.80370 -22.57766 0.000
H -15.70402 1.31600 -24.60107 0.000
C -18.65400 -4.67117 -25.04404 0.000
C -20.09726 -4.26769 -24.74346 0.000
O -20.87870 -5.21490 -25.43875 0.000
H -18.48991 -4.68507 -26.12152 0.000
H -18.37114 -5.62651 -24.60197 0.000
H -17.90642 -3.96973 -24.67362 0.000
H -20.38934 -3.28255 -25.10717 0.000
H -20.34129 -4.39476 -23.68876 0.000
H -20.87361 -6.04415 -24.95509 0.000
C -21.64494 -4.02217 -19.00707 0.000
C -21.07214 -4.96904 -17.89067 0.000
O -20.91268 -4.21267 -16.74659 0.000
H -20.90593 -3.28080 -19.31095 0.000
H -22.47305 -3.45398 -18.58339 0.000
H -22.00305 -4.54142 -19.89602 0.000
H -20.05689 -5.29440 -18.11764 0.000
H -21.66787 -5.87382 -17.76996 0.000
H -20.56332 -4.88101 -16.15256 0.000
C -24.74631 -4.17453 -26.73511 0.001
C -23.85860 -3.17179 -26.02087 0.005
O -24.44060 -1.95050 -25.88698 0.083
H -25.73576 -4.05696 -26.29322 0.001
H -24.34824 -5.18913 -26.71983 0.000
H -24.80569 -3.93477 -27.79675 0.000
H -22.89524 -3.07923 -26.52236 0.002
H -23.71979 -3.46705 -24.98085 0.000
H -24.51089 -1.60954 -26.78163 0.003
C -20.89049 -0.61390 -17.42905 0.000
C -21.17366 -1.16525 -16.04184 0.000
O -22.27943 -2.05151 -16.19144 0.000
H -21.75336 -0.24738 -17.98512 0.000
H -20.37552 -1.37079 -18.02069 0.000
H -20.21251 0.22981 -17.30022 0.000
H -21.54690 -0.36872 -15.39815 0.000
H -20.31153 -1.63044 -15.56391 0.000
H -21.93533 -2.91180 -16.44265 0.000
C -25.13471 1.90163 -26.96628 0.004
C -25.28824 1.86875 -25.44698 0.028
O -24.67930 0.71344 -24.88977 0.174
H -24.09152 1.92032 -27.28173 0.000
H -25.52968 2.83329 -27.37139 0.001
H -25.62111 1.04308 -27.42931 0.001
H -26.37179 1.89278 -25.33098 0.013
H -24.80893 2.72566 -24.97363 0.001
H -23.74646 0.93429 -24.83842 0.005
C -18.40256 -3.29642 -21.50304 0.000
C -17.99883 -3.78354 -20.08420 0.000
O -16.58474 -3.88966 -20.05094 0.000
H -19.48660 -3.29030 -21.61672 0.000
H -18.02398 -4.04368 -22.20044 0.000
H -17.99785 -2.34908 -21.85919 0.000
H -18.37618 -4.78723 -19.88849 0.000
H -18.31755 -3.11091 -19.28789 0.000
H -16.39266 -3.32941 -19.29540 0.000
C -23.77839 -7.58796 -22.92149 0.000
C -23.67248 -6.20852 -23.56315 0.000
O -24.67294 -5.46377 -22.88124 0.003
H -24.68465 -8.08878 -23.26204 0.000
H -23.78469 -7.62841 -21.83226 0.000
H -22.85717 -8.08597 -23.22386 0.000
H -23.93264 -6.29570 -24.61805 0.000
H -22.66987 -5.78120 -23.54651 0.000
H -24.37565 -5.28844 -21.98543 0.000
C -21.34013 0.27855 -25.67449 0.001
C -21.09663 1.45511 -24.68998 0.000
O -22.19006 2.33663 -24.72367 0.002
H -21.74283 0.58789 -26.63898 0.000
H -22.10508 -0.36178 -25.23526 0.001
H -20.44973 -0.33335 -25.81903 0.000
H -20.19471 2.02621 -24.91017 0.000
H -20.98776 1.04172 -23.68731 0.000
H -21.91228 3.14132 -24.27993 0.000
C -24.39573 4.02704 -20.78722 0.000
C -24.56018 3.06287 -21.94527 0.001
O -25.87984 2.73582 -22.06054 0.012
H -24.92910 3.66344 -19.90892 0.000
H -24.75401 5.00044 -21.12221 0.000
H -23.35529 4.15570 -20.48881 0.000
H -23.94070 2.16881 -21.87454 0.000
H -24.25797 3.62737 -22.82738 0.000
H -26.03288 1.84876 -21.72692 0.009